Entry from OMol25: a molecular structure, C30H57As3BrCuN6O2SSb (ωB97M-V/def2-TZVPD).

XYZ file:
```
102
Properties=species:S:1:pos:R:3:mulliken_spin:R:1
Sb 2.181 -2.601 -2.417 0.014
Br -3.424 -5.792 -1.197 0.000
As 1.146 0.384 1.626 0.094
As -2.562 0.382 1.929 -0.001
As 0.533 0.175 7.333 0.000
Cu 0.162 0.669 -0.994 0.708
S 3.015 3.799 -1.776 0.042
O -0.965 -0.908 -1.083 0.052
O -1.035 -0.147 -3.246 0.010
N -1.017 2.774 -1.398 0.039
N 1.887 1.392 -0.891 -0.005
N -3.847 -3.024 -4.147 0.001
N -1.502 5.175 -1.281 0.002
N -1.016 4.155 -3.443 0.001
N -3.132 3.678 -2.315 0.002
C -3.994 -4.058 -3.365 0.000
C -1.758 -0.502 3.514 0.002
C -0.829 4.039 -0.635 0.001
C 0.683 -0.382 3.485 0.038
C 1.352 -4.247 -3.662 0.001
C -3.861 -1.141 1.424 0.000
C 2.467 2.368 -1.256 0.015
C -2.471 3.910 -3.619 0.001
C -3.012 -2.063 -3.840 -0.001
C -0.394 3.045 -2.745 -0.007
C -3.931 1.554 2.821 0.001
C 3.411 -1.346 -3.802 -0.001
C -2.164 -2.163 -2.711 0.020
C 2.896 -0.455 1.275 0.005
C -2.925 4.897 -1.493 -0.002
C -2.491 2.557 -1.625 -0.001
C 1.254 -3.821 -5.113 0.000
C -0.544 0.129 4.255 -0.005
C -1.286 -0.969 -2.356 -0.056
C -0.854 5.356 -2.584 0.000
C -0.701 1.650 4.337 0.004
C 4.875 -1.837 -3.832 0.000
C 1.684 1.718 6.723 0.000
C -3.162 -4.282 -2.240 0.000
C 1.895 -1.227 7.122 0.000
C -2.199 -3.313 -1.908 0.004
C 3.610 -3.636 -1.139 0.000
C 4.248 -4.806 -1.847 0.001
C 1.816 2.139 2.246 0.008
C -0.475 -0.451 5.709 -0.002
H -1.538 -1.544 3.188 0.000
H 3.769 -5.780 -1.856 0.000
H 1.535 -2.228 7.393 0.000
H 2.078 -5.047 -3.457 0.000
H 5.456 -1.166 -4.476 0.000
H 0.222 4.230 -0.500 -0.001
H -1.548 -3.402 -1.056 0.002
H -2.944 4.753 -4.075 0.000
H 4.325 -2.813 -0.839 0.000
H 2.599 2.425 1.597 -0.001
H 4.991 -2.845 -4.178 0.000
H -1.523 -0.588 6.105 0.000
H 2.236 -3.495 -5.490 0.000
H 5.322 -1.735 -2.817 0.000
H 2.264 -1.120 6.103 0.000
H 2.685 -1.443 0.874 -0.004
H -1.314 3.953 0.333 0.000
H 0.252 2.164 4.499 -0.001
H 2.173 2.171 7.609 0.000
H -3.466 2.110 3.669 0.000
H -4.506 -0.694 0.646 0.000
H -2.638 1.622 -2.170 0.001
H -4.424 -1.388 2.310 0.000
H -3.251 -1.948 0.991 0.000
H 2.709 -0.935 7.821 0.000
H -1.377 1.841 5.189 0.000
H -2.584 3.047 -4.273 0.000
H 2.439 1.375 5.984 0.000
H 3.467 -0.523 2.217 0.004
H 5.240 -4.964 -1.405 0.000
H 3.367 0.207 0.535 0.000
H 0.556 -1.465 3.301 0.002
H -2.974 -1.137 -4.400 0.000
H 0.898 -4.620 -5.743 0.000
H -3.399 5.779 -1.981 0.000
H -4.745 0.918 3.248 0.000
H -2.986 2.562 -0.627 0.000
H 3.018 -3.860 -0.223 0.000
H 1.018 2.448 6.250 0.000
H -2.650 -0.665 4.155 0.000
H -0.481 2.129 -3.351 0.001
H 2.788 -1.361 -4.720 0.000
H 0.213 5.487 -2.387 0.000
H -0.024 -1.467 5.608 0.000
H -4.351 2.245 2.104 0.000
H 0.687 3.279 -2.616 0.003
H -1.153 2.052 3.410 0.000
H 2.172 2.027 3.270 0.002
H -4.766 -4.773 -3.615 0.000
H 0.414 -4.430 -3.152 0.000
H 3.299 -0.299 -3.416 0.000
H 0.562 -2.944 -5.260 0.000
H 4.461 -4.604 -2.904 0.000
H 1.582 -0.217 4.060 0.006
H 0.966 2.857 2.298 -0.001
H -3.444 4.795 -0.528 0.000
H -1.245 6.251 -3.091 0.000
```

Summary:
Frontier orbital gap (alpha / beta) ... 7.94 / 5.30 eV
Expectation value of S² ... 0.757
HOMO (alpha / beta) ... -0.27641 / -0.27550 Eh
Energy above the lowest of the compared OMol25 structures with the same formula, charge and spin ... 0.681 eV
Multiplicity ... 2